[1]
# C29H53NO21P2S2

A 6-piece molecular cluster, C29H53NO21P2S2 overall at a distorted geometry (the ωB97M-V functional and the def2-TZVPD basis, the Open Molecules 2025 dataset).

XYZ file:
```
108
Properties=species:S:1:pos:R:3:forces:R:3:mulliken_charge:R:1
O -2.23735 -2.37070 4.14735 0.47 -0.19 -0.61 -0.641
P -1.10932 -2.27858 3.17981 -1.38 0.40 1.42 0.548
C -1.67260 -2.39195 1.35522 0.77 -0.35 0.05 1.334
P -0.99701 -4.02717 0.71515 2.66 -0.97 -0.53 0.180
O -1.45382 -4.39063 -0.82050 -0.50 0.43 1.93 -0.489
O -1.28827 -5.26250 1.75558 -0.88 1.33 -1.15 -0.505
S 0.95530 -3.81587 0.67057 -0.26 0.22 0.16 -0.252
C -0.91083 -1.23256 0.59878 -0.45 0.36 0.71 -2.190
C -1.70322 0.14574 0.69262 0.49 -0.78 -1.16 1.027
C -0.70932 1.29802 0.31629 -1.98 -1.55 0.95 0.153
C -0.94538 2.53938 0.94600 0.94 1.10 -0.33 -0.658
C -0.06144 3.63910 0.70247 0.28 -2.29 -0.95 -0.647
C 0.99803 3.29575 -0.19477 -1.10 0.23 0.81 -0.375
C 1.04415 2.00301 -0.75688 1.60 -0.22 -1.36 -0.513
N 0.23942 0.92261 -0.56991 -0.16 3.51 1.43 -0.219
C -2.87034 0.02640 -0.37284 1.90 -0.71 1.06 -0.766
S -3.69707 -1.58630 -0.01859 -5.07 0.39 -1.71 1.301
O -5.07661 -1.24122 0.28428 1.49 0.19 1.20 -0.594
O -3.70735 -2.45288 -1.17687 2.24 0.16 0.90 -0.685
O -3.10742 -2.27705 1.34760 0.63 1.00 -1.24 -0.368
H -0.06811 -3.21903 3.37146 -0.12 0.30 -0.38 0.092
H -0.51088 -0.98527 3.33708 0.20 -0.53 -0.66 0.040
H -0.89178 -3.80677 -1.36638 -0.23 -0.41 0.03 0.405
H -0.41231 -5.54830 2.08091 -0.26 0.09 -0.33 0.388
H -0.72028 -1.53807 -0.45019 0.03 0.54 0.60 0.137
H 0.05320 -1.08328 1.12906 -0.46 -0.29 -0.73 0.708
H -2.11642 0.26095 1.71951 0.21 0.12 -0.67 0.131
H -1.80505 2.66216 1.62690 0.56 -0.25 -0.43 0.401
H -0.17201 4.62692 1.17227 0.05 -0.63 -0.30 0.435
H 1.77307 4.03766 -0.44917 -0.47 -0.62 0.03 0.383
H 1.87803 1.82640 -1.47314 -0.63 0.08 0.55 0.502
H -2.40265 -0.11705 -1.37507 -0.49 0.23 0.68 0.290
H -3.58628 0.86706 -0.33453 0.07 -0.85 -0.01 0.411
C -3.62112 1.39094 5.61193 -0.09 0.15 0.17 -1.290
C -2.16242 1.05805 5.37619 -0.44 -0.33 0.02 0.646
O -1.31953 2.19507 5.62477 0.24 0.05 -0.03 -0.287
C -1.10855 2.48846 6.91068 -0.14 0.05 -0.07 0.714
O -1.54201 1.88616 7.85806 0.12 0.04 -0.09 -0.546
O -0.34267 3.58516 6.96620 -0.02 -0.13 -0.09 -0.346
C -0.12261 4.07322 8.28932 0.13 0.19 0.29 -0.656
H -3.91636 2.26149 5.02262 0.02 -0.09 -0.11 0.319
H -4.25372 0.54489 5.33978 0.07 0.01 -0.04 0.371
H -3.80707 1.63336 6.65832 0.07 -0.11 -0.01 0.363
H -2.01873 0.79157 4.32776 0.21 0.20 0.02 -0.400
H -1.83931 0.20528 5.97479 0.00 0.13 0.09 0.337
H 0.27641 3.29358 8.93737 -0.16 -0.03 -0.04 0.297
H -1.05112 4.47238 8.69844 0.02 -0.14 0.06 0.293
H 0.60578 4.87917 8.22521 -0.05 -0.06 -0.24 0.228
C -8.20421 -1.26468 0.72763 -0.26 -0.05 0.20 -1.104
C -7.76434 0.05824 0.13493 0.30 -0.46 0.15 0.028
O -8.89216 0.81258 -0.34553 -0.09 0.30 0.00 -0.364
C -9.63303 1.40509 0.59044 0.06 -0.24 -0.10 0.722
O -9.43663 1.37875 1.77898 -0.04 0.13 -0.12 -0.553
O -10.65328 2.02625 -0.01744 0.12 0.00 0.02 -0.346
C -11.58905 2.61982 0.88031 -0.26 0.18 0.12 -0.638
H -8.80420 -1.82582 0.00855 0.12 0.01 -0.08 0.298
H -7.33786 -1.86075 1.01120 0.00 0.07 -0.09 0.319
H -8.82158 -1.11517 1.61439 0.08 0.08 0.00 0.345
H -7.12748 -0.12610 -0.72856 -0.21 0.17 -0.10 0.217
H -7.18418 0.64841 0.84562 -0.20 0.04 0.05 0.276
H -11.09403 3.29154 1.58115 0.03 -0.16 0.04 0.291
H -12.13554 1.84324 1.41641 0.11 0.06 0.10 0.289
H -12.29499 3.19618 0.28535 0.14 -0.12 -0.17 0.225
C -0.46259 -0.42610 -6.25210 0.05 0.16 -0.22 -1.273
C -0.17855 0.12239 -4.86806 -0.51 -0.43 -0.13 -0.022
O 1.02383 0.89562 -4.84905 0.24 0.26 0.18 -0.291
C 0.93702 2.11758 -5.38177 0.01 -0.15 -0.13 0.680
O -0.04740 2.61800 -5.85936 0.10 -0.01 0.13 -0.565
O 2.14734 2.68508 -5.31091 -0.11 -0.07 0.10 -0.202
C 2.23065 3.96319 -5.94285 0.14 0.35 -0.13 -0.753
H 0.39547 -0.98792 -6.62516 -0.04 -0.10 0.11 0.298
H -1.33521 -1.08074 -6.23171 0.05 0.00 0.04 0.382
H -0.65561 0.37666 -6.96395 -0.08 0.01 0.10 0.334
H -0.01892 -0.70502 -4.17579 0.24 0.16 0.05 0.266
H -1.01516 0.70995 -4.48497 0.10 0.14 -0.12 0.274
H 1.46723 4.64216 -5.56447 -0.06 -0.12 -0.09 0.332
H 2.14163 3.85081 -7.02351 -0.14 0.04 0.06 0.321
H 3.21049 4.37901 -5.71466 0.01 -0.23 0.10 0.219
C 8.07896 -5.47874 1.86829 0.04 0.01 -0.28 -1.099
C 6.65970 -5.53359 2.39729 0.41 -0.22 0.21 -0.183
O 5.78029 -4.70636 1.62252 -0.21 0.00 -0.02 -0.341
C 5.42321 -5.19925 0.43333 0.11 0.11 0.00 0.701
O 5.75824 -6.26103 -0.02601 -0.09 0.08 0.08 -0.550
O 4.64240 -4.29814 -0.17219 0.03 -0.07 0.12 -0.258
C 4.27244 -4.65373 -1.50396 -0.17 -0.01 -0.36 -0.695
H 8.42724 -4.44596 1.81180 -0.01 -0.01 0.15 0.293
H 8.74991 -6.04586 2.51548 -0.04 0.05 0.02 0.355
H 8.14279 -5.89522 0.86280 -0.06 -0.08 0.08 0.310
H 6.63541 -5.13804 3.41282 -0.21 0.17 -0.13 0.287
H 6.28172 -6.55651 2.43801 -0.03 0.05 -0.20 0.307
H 3.81526 -5.64212 -1.53765 0.15 0.00 0.04 0.308
H 5.14580 -4.61319 -2.15590 -0.02 -0.15 0.04 0.355
H 3.54378 -3.92442 -1.85282 0.06 0.10 0.27 0.198
C 5.14923 0.52341 -3.47084 0.25 -0.13 0.02 -1.231
C 5.05631 1.96190 -3.93845 -0.35 -0.41 -0.06 0.150
O 6.10201 2.76465 -3.36760 0.12 0.20 -0.06 -0.369
C 7.31355 2.60193 -3.90466 -0.07 -0.10 0.14 0.737
O 7.59477 1.86718 -4.81656 -0.02 0.14 0.05 -0.548
O 8.17130 3.38577 -3.24083 -0.14 -0.01 -0.07 -0.354
C 9.53121 3.23335 -3.64633 0.37 0.05 -0.04 -0.638
H 5.15975 0.47447 -2.38024 -0.14 0.04 -0.01 0.353
H 4.30271 -0.05448 -3.84569 -0.02 0.08 0.03 0.282
H 6.06708 0.05128 -3.82236 -0.06 0.05 -0.09 0.390
H 4.11586 2.39203 -3.59594 0.19 0.21 0.06 0.160
H 5.06952 2.03609 -5.02688 0.17 -0.01 0.05 0.255
H 9.64114 3.36963 -4.72171 -0.08 -0.14 0.04 0.295
H 9.90217 2.25326 -3.34521 -0.03 -0.01 -0.15 0.291
H 10.11349 3.99870 -3.13714 -0.23 0.02 0.10 0.228
```
Positions in Å, forces in eV/Å.

Values from the calculation:
* SMILES: O=[PH2][C@]1(P(O)(O)=S)C[C@@H](c2ccccn2)CS(=O)(=O)O1.CCOC(=O)OC.CCOC(=O)OC.CCOC(=O)OC.CCOC(=O)OC.CCOC(=O)OC
* E_LUMO: -0.2088 eV
* E_HOMO: -0.35251 Eh
* F_max: 0.1043 Eh/bohr

***

[2]
# C29H54AlI2O4

C29H54AlI2O4 as an isolated structure at a distorted geometry (the ωB97M-V functional and the def2-TZVPD basis, the Open Molecules 2025 dataset).

XYZ file:
```
90
Properties=species:S:1:pos:R:3:forces:R:3:mulliken_charge:R:1
C 4.61522 -4.56849 1.70010 0.16 0.33 1.00 -0.770
C 4.44383 -4.08095 2.94073 -0.06 0.06 -0.87 -0.241
C 3.10021 -3.76540 3.52116 -0.30 -0.48 0.00 0.790
O 2.28745 -4.65344 3.70915 0.40 1.02 -0.26 -0.558
O 2.92625 -2.47960 3.86687 0.10 -0.04 -0.40 -0.313
C 1.57037 -2.07252 4.08094 -0.59 -0.02 0.38 -0.783
C 0.70910 -1.99105 2.82787 -0.03 0.23 -0.14 -0.688
C 0.82347 -0.67433 2.03188 0.09 -0.11 0.10 -0.736
C 1.66021 -0.72573 0.74707 -0.40 -0.03 0.12 0.123
C 2.97766 -1.48057 0.86036 -0.42 0.00 -0.47 0.528
C 3.75464 -1.53771 -0.45922 0.39 0.64 0.17 -1.195
Al 4.15750 0.24294 -1.29455 -0.19 -0.29 -0.45 0.313
C 4.92794 -0.06799 -3.21023 -0.40 -0.47 0.85 -0.711
I 3.37135 0.33156 -4.65790 0.29 0.09 -0.13 -0.097
C 5.53104 -1.45113 -3.31270 -0.47 0.54 -0.68 -0.331
C 4.64396 -2.54069 -3.89251 0.71 -0.26 0.28 -1.521
I 7.32687 -1.35835 -4.61366 0.23 -0.22 0.04 -0.121
O 5.29668 1.31761 -0.42630 -0.69 0.15 0.07 -0.580
C 4.88821 2.58076 -0.95680 0.34 -1.28 -0.54 -0.827
C 3.35090 2.64729 -1.10066 0.27 0.46 1.00 0.540
C 2.69698 3.05046 0.21952 -0.06 0.71 0.01 -0.946
C 1.20823 3.43394 0.06117 0.76 -0.20 -0.17 -0.168
C 0.92604 4.79212 0.70639 -0.24 -0.50 0.62 -0.740
C -0.55163 5.09820 1.04550 0.01 0.34 -0.97 -1.020
C -1.59084 4.12616 0.47228 -0.13 0.63 0.10 -0.006
C -2.95774 4.81070 0.40329 -0.35 -0.43 0.97 -0.939
C -4.18114 3.86376 0.28594 0.36 0.27 -0.77 -0.758
C -3.88247 2.40766 -0.06357 -0.83 -0.33 0.20 -0.374
C -5.16579 1.72547 -0.56823 0.90 -0.10 0.54 -0.869
C -5.05868 0.21033 -0.62491 -0.78 -0.33 0.05 -0.588
C -6.37580 -0.40888 -1.13353 0.48 0.28 -0.69 -0.738
C -6.19899 -1.73201 -1.89011 -0.36 0.10 0.63 -0.947
C -5.34093 -2.77599 -1.16645 -0.63 -0.17 -0.45 -0.622
C -6.15324 -3.62537 -0.17936 0.95 -0.33 -0.29 -0.268
C -5.38106 -4.91771 0.14329 -0.48 0.56 0.38 -1.262
O 2.82233 1.42557 -1.53147 0.64 0.05 0.00 -0.392
H 3.93023 -4.38746 0.88289 -0.50 -0.64 0.22 0.267
H 5.51328 -5.13330 1.48341 0.36 0.64 -0.29 0.264
H 5.30513 -3.86779 3.56444 -0.05 -0.66 0.34 0.352
H 1.59343 -1.08018 4.52536 0.43 0.07 0.04 0.486
H 1.11511 -2.72351 4.82520 0.03 -0.26 -0.08 0.348
H 0.88175 -2.84031 2.16871 0.02 -0.16 0.07 0.339
H -0.32054 -2.08822 3.17515 -0.06 -0.06 0.08 0.468
H -0.19256 -0.36520 1.78313 -0.03 0.13 -0.17 0.427
H 1.20592 0.11462 2.68579 0.11 -0.01 0.11 0.285
H 1.83322 0.29555 0.41217 0.05 0.04 -0.11 -0.648
H 1.04196 -1.18243 -0.03206 0.09 -0.11 -0.13 0.255
H 2.72781 -2.49857 1.16854 0.17 -0.06 0.31 -0.457
H 3.58045 -1.01132 1.63852 0.14 -0.11 0.10 0.317
H 4.72999 -1.99295 -0.24496 0.06 -0.13 -0.09 0.452
H 3.26977 -2.18785 -1.19213 -0.19 -0.07 0.05 0.243
H 5.66153 0.71483 -3.35753 0.04 0.07 -0.13 0.674
H 5.91159 -1.77269 -2.34881 0.36 0.11 0.00 0.414
H 4.52419 -2.39224 -4.95885 -0.37 0.07 -0.05 0.497
H 3.69520 -2.55591 -3.36236 -0.20 0.05 -0.12 0.301
H 5.13896 -3.50280 -3.75644 -0.05 -0.09 0.05 0.436
H 5.30566 2.59787 -1.97602 0.00 0.60 -0.07 0.184
H 5.29532 3.41384 -0.38349 -0.02 0.09 0.12 0.479
H 3.20736 3.49336 -1.79460 -0.46 -0.22 -0.30 0.231
H 3.23477 3.93187 0.58684 0.03 0.08 0.02 0.536
H 2.83608 2.29053 0.98913 0.05 -0.23 -0.09 0.245
H 0.57900 2.64240 0.46265 -0.13 0.01 0.09 0.056
H 1.03601 3.45801 -1.01535 -0.36 0.05 -0.04 0.328
H 1.35862 5.57225 0.08187 -0.04 0.09 -0.10 0.299
H 1.49506 4.81757 1.63764 0.06 0.07 0.07 0.316
H -0.72013 5.20036 2.11686 0.09 -0.11 0.13 0.452
H -0.78528 6.08127 0.62569 -0.04 0.11 0.07 0.275
H -1.63327 3.25904 1.12818 -0.09 -0.25 -0.17 0.215
H -1.32339 3.81115 -0.53323 0.24 -0.22 0.02 0.370
H -3.07319 5.36456 1.33930 -0.02 0.19 -0.02 0.231
H -2.98527 5.55725 -0.38791 0.18 0.00 -0.15 0.435
H -4.81355 4.25252 -0.51711 -0.12 0.02 -0.01 0.240
H -4.80403 3.90629 1.17831 0.06 -0.08 0.17 0.385
H -3.58913 1.84946 0.82725 0.36 0.09 0.05 0.290
H -3.09462 2.30400 -0.80611 0.12 0.06 -0.04 0.282
H -5.94594 1.97124 0.15573 -0.33 0.16 -0.25 0.276
H -5.40512 2.12778 -1.55242 -0.30 0.03 -0.03 0.441
H -4.89306 -0.19775 0.37427 0.34 0.15 0.10 0.313
H -4.22342 -0.11728 -1.24480 0.08 0.10 -0.13 0.424
H -6.78568 0.30935 -1.84797 -0.27 -0.01 0.00 0.427
H -7.10881 -0.48996 -0.33168 0.04 -0.08 0.17 0.348
H -5.84916 -1.51545 -2.89856 0.33 -0.03 0.02 0.357
H -7.19361 -2.16920 -2.00802 -0.06 -0.04 -0.23 0.386
H -4.96162 -3.46764 -1.92172 0.22 0.00 -0.01 0.364
H -4.48716 -2.31833 -0.67216 0.14 -0.03 0.01 0.382
H -6.32128 -3.08305 0.74911 -0.33 0.13 -0.01 0.253
H -7.08826 -3.88851 -0.66969 -0.31 0.11 0.27 0.264
H -5.76938 -5.36098 1.05943 0.06 -0.19 0.02 0.373
H -5.48089 -5.64318 -0.65884 0.19 -0.05 -0.12 0.317
H -4.33714 -4.65946 0.30586 0.17 -0.24 -0.02 0.323
```
Positions in Å, forces in eV/Å.

Values from the calculation:
* net charge: -1
* E_LUMO: 2.2893 eV
* E_HOMO: -0.18185 Eh
* F_max: 0.0279 Eh/bohr

***

What is the formula in the first record?
C29H53NO21P2S2